1.
Entry from the OMol25 dataset: a molecular structure, C16H32F6MgN7O5P2S at a distorted geometry (ωB97M-V/def2-TZVPD).

Total charge: +2
Gap between HOMO and LUMO (spin up / spin down) in eV: 5.5 / 5.5
2S+1: 2
HOMO energy (spin up / spin down) in eV: -13.18 / -13.18
Calculated total energy in eV: -88921.837

Structure (XYZ):
```
70
C16H32F6MgN7O5P2S, DFT ωB97M-V/def2-TZVPD
N -0.2377 3.8614 2.3845
C -0.1757 2.9558 1.4778
C -0.9072 3.0360 0.0886
N -2.3000 2.5217 0.0983
C -3.3933 3.1898 0.4140
N -4.6623 2.5289 0.3226
C -5.5337 3.5617 0.6929
P -7.3753 3.2045 0.6844
O -8.2842 4.3155 1.4868
O -7.6823 1.6460 1.1862
S -7.9517 3.2891 -1.2011
N -4.8169 4.7039 1.0102
N -3.4624 4.5234 0.8488
N -2.5049 5.4890 1.1146
C -2.2949 6.3147 0.1497
O -1.8506 6.8482 -0.7617
H 0.3640 3.5507 3.1666
H 0.5041 2.0455 1.7106
H -0.3234 2.4016 -0.6489
H -0.9171 4.0828 -0.3213
H -2.4367 1.5538 -0.2190
H -8.5655 3.9811 2.3716
H -7.6169 1.0770 0.3815
H -5.2429 5.5746 1.3359
C -2.2940 7.2653 -4.9978
C -0.7965 7.4282 -4.8799
O -0.4989 8.3539 -3.8447
H -2.7714 8.2230 -5.2152
H -2.5482 6.5572 -5.7902
H -2.7166 6.9048 -4.0533
H -0.3765 7.8081 -5.8115
H -0.3130 6.4730 -4.6493
H -0.8692 7.9935 -3.0273
F 2.0438 0.5261 1.4127
P 3.4441 0.2705 0.6667
F 3.9192 1.7051 1.2483
F 4.4565 -0.9133 0.2085
F 2.3290 -0.4202 -0.3026
F 3.9676 -0.3774 2.0561
F 3.9440 1.0943 -0.6328
C 3.6674 -6.1085 2.7421
C 2.5278 -5.3251 2.0557
C 1.4572 -6.2888 1.5039
C 1.8552 -6.9807 0.2028
C 2.2698 -5.9443 -0.8376
C 3.3984 -5.0196 -0.3398
N 3.1031 -4.4233 1.0065
O 2.2442 -3.4401 0.8195
C 4.7246 -5.8127 -0.3040
C 3.6536 -3.9358 -1.4181
C 1.8819 -4.5559 3.2377
H 4.2950 -6.6809 2.0660
H 4.3209 -5.4374 3.3036
H 3.2563 -6.8325 3.4486
H 0.5259 -5.7393 1.3203
H 1.2146 -7.0470 2.2511
H 2.6562 -7.7014 0.3854
H 1.0061 -7.5553 -0.1760
H 2.5852 -6.4574 -1.7494
H 1.3904 -5.3509 -1.1115
H 5.5044 -5.2583 0.2219
H 5.0875 -5.9980 -1.3163
H 4.6331 -6.7993 0.1461
H 2.7581 -3.3531 -1.6536
H 3.9720 -4.3953 -2.3545
H 4.4414 -3.2453 -1.1048
H 2.5659 -3.8080 3.6477
H 1.6255 -5.2440 4.0446
H 0.9545 -4.0508 2.9526
Mg -6.8764 3.8421 -3.3936
```

***

2.
Entry from the OMol25 dataset: 4 unconnected molecules or ions with the total composition C16H32N8O5 at a distorted geometry (ωB97M-V/def2-TZVPD).

Gap between HOMO and LUMO in eV: 9.9
HOMO energy in eV: -9.66
Calculated total energy in eV: -39271.361

Structure (XYZ):
```
61
C16H32N8O5, DFT ωB97M-V/def2-TZVPD
C 2.8920 1.2077 0.8099
C 3.3654 1.3883 -0.6379
C 2.8042 0.3117 -1.5587
C 1.2841 0.1841 -1.5768
C 0.5412 1.5129 -1.6282
C -0.9659 1.3506 -1.7146
C -1.7243 1.1193 -0.3809
C -1.0016 1.5675 0.7889
N -0.3728 1.9328 1.6948
C -3.0329 1.9680 -0.4396
C -2.7699 3.3851 -0.3539
N -2.6410 4.5462 -0.3269
C -2.1856 -0.3477 -0.2303
C -1.2860 -1.2127 0.6084
O -1.8639 -1.4063 1.9268
C -0.9108 -1.8250 2.7764
O -0.6056 -1.2191 3.7756
H 3.7286 1.1475 1.4920
H 2.3124 0.3073 0.9601
H 2.2986 2.0394 1.1485
H 4.4412 1.4314 -0.6918
H 3.0145 2.3517 -0.9808
H 3.2060 -0.6333 -1.2045
H 3.1940 0.4556 -2.5587
H 0.9378 -0.4524 -0.7749
H 1.0244 -0.3138 -2.5015
H 0.8547 2.1945 -0.8519
H 0.8443 1.9760 -2.5577
H -1.3587 2.1874 -2.2799
H -1.1451 0.4755 -2.3233
H -3.4540 1.8034 -1.4180
H -3.7259 1.6930 0.3380
H -2.3914 -0.7847 -1.1905
H -3.1326 -0.3210 0.2936
H -0.2875 -0.8127 0.7248
H -1.1794 -2.1733 0.1178
H -0.4052 -2.7668 2.5360
C -0.9979 4.8496 -3.9475
O -0.7310 3.6821 -3.6898
N -1.7318 5.6132 -3.0963
N -0.5760 5.4585 -5.0974
H -1.9649 6.5729 -3.2610
H -2.0520 5.1608 -2.2542
H -0.0317 4.9101 -5.7347
H -0.7813 6.4112 -5.3258
C 0.4476 -4.3282 -1.6059
O -0.0455 -3.2857 -2.0033
N 1.7999 -4.5043 -1.5093
N -0.3126 -5.4004 -1.2239
H 2.2287 -5.3498 -1.1867
H 2.3819 -3.7358 -1.7833
H -1.3075 -5.3027 -1.2876
H 0.0716 -6.2649 -0.8952
C 0.3107 -3.9966 6.8338
O 0.0788 -4.9263 7.5871
N 1.4706 -3.2704 6.8987
N -0.5626 -3.5965 5.8608
H 1.6754 -2.4993 6.2925
H 2.1350 -3.5315 7.6007
H -1.4244 -4.1008 5.7864
H -0.3847 -2.8334 5.2317
```

***

3.
Entry from the OMol25 dataset: a single C16H32O2S molecule (ωB97M-V/def2-TZVPD).

Relative energy (zero: lowest compared OMol25 entry of this formula, charge and spin) in kcal/mol: 2.1
Gap between HOMO and LUMO in eV: 9.5
HOMO energy in eV: -8.75
Calculated total energy in eV: -32042.640

Structure (XYZ):
```
51
C16H32O2S, DFT ωB97M-V/def2-TZVPD
C -4.1541 -2.4529 0.1096
C -2.9281 -2.8093 0.9443
C -2.0622 -1.5948 1.2850
C -1.2520 -1.0546 0.1051
C -0.0043 -1.8751 -0.2137
C 0.7570 -1.2514 -1.3813
C 2.0614 -1.9674 -1.7306
C 3.1811 -1.8217 -0.6963
C 3.6021 -0.3653 -0.4448
C 3.1188 0.1601 0.9076
C 3.3203 1.6692 1.0658
C 2.2304 2.5006 0.3862
C 0.9150 2.4815 1.1619
C -0.1959 3.2283 0.4436
H -1.1160 3.1916 1.0256
H 0.0848 4.2649 0.2512
S -0.5730 2.4540 -1.1768
C -2.3431 2.8985 -1.3275
C -3.0879 2.0032 -0.3801
O -3.1903 2.1903 0.8056
O -3.5874 0.9312 -0.9934
H -3.9680 0.3093 -0.3499
H -2.6226 2.6975 -2.3581
H -2.4588 3.9506 -1.0753
H 1.0599 2.9435 2.1422
H 0.5947 1.4515 1.3258
H 2.5698 3.5351 0.2955
H 2.0500 2.1251 -0.6235
H 4.2928 1.9398 0.6486
H 3.3374 1.9242 2.1282
H 2.0636 -0.0783 1.0339
H 3.6673 -0.3594 1.6973
H 3.2137 0.2658 -1.2452
H 4.6911 -0.2849 -0.4746
H 2.8740 -2.2802 0.2450
H 4.0389 -2.3915 -1.0607
H 2.4235 -1.5738 -2.6839
H 1.8554 -3.0316 -1.8735
H 0.1097 -1.2680 -2.2620
H 0.9597 -0.2034 -1.1586
H -0.2826 -2.9000 -0.4685
H 0.6332 -1.9182 0.6717
H -1.8739 -1.0038 -0.7899
H -0.9384 -0.0342 0.3358
H -2.7064 -0.8013 1.6748
H -1.3701 -1.8666 2.0860
H -2.3279 -3.5465 0.4091
H -3.2635 -3.2725 1.8752
H -4.7830 -1.7405 0.6428
H -4.7486 -3.3425 -0.0859
H -3.8676 -2.0263 -0.8491
```

***

4.
Entry from the OMol25 dataset: a molecular structure, C16H32OPTm at a distorted geometry (ωB97M-V/def2-TZVPD).

Total charge: +2
Gap between HOMO and LUMO (spin up / spin down) in eV: 6.2 / 6.3
2S+1: 3
HOMO energy (spin up / spin down) in eV: -14.23 / -14.24
Calculated total energy in eV: -57962.877

Structure (XYZ):
```
51
C16H32OPTm, DFT ωB97M-V/def2-TZVPD
C -2.4377 -0.3990 -0.4819
H -3.3704 -0.7495 -0.0460
H -2.5850 0.6347 -0.8432
H -1.6433 -0.3436 0.7849
C -2.0200 -1.3473 -1.6285
H -1.1151 -0.9915 -2.2085
H -1.7483 -2.3399 -1.2256
C -3.1386 -1.5149 -2.6783
H -2.8463 -2.2285 -3.4531
H -4.0555 -1.8747 -2.1989
H -3.3538 -0.5541 -3.1584
C 1.6396 1.3738 -0.2991
C 1.3511 1.1379 -1.6805
C 0.0873 1.7399 -1.9759
C -0.4220 2.3148 -0.7691
C 0.5200 2.0616 0.2777
C 0.3972 2.4853 1.6959
C -1.6573 3.1297 -0.6508
C -0.5515 1.8399 -3.3133
C 2.2447 0.4357 -2.6371
C 2.8820 0.9570 0.3993
Tm -0.3231 -0.2358 -0.3483
H -2.0030 3.1832 0.3868
H -1.4812 4.1616 -0.9915
H -2.4779 2.7297 -1.2609
H -0.6277 2.7989 1.9259
H 0.6621 1.6720 2.3884
H 1.0627 3.3318 1.9156
H 3.1215 -0.0976 0.1988
H 3.7432 1.5549 0.0660
H 2.7908 1.0815 1.4827
H 1.6959 0.0951 -3.5214
H 3.0575 1.0903 -2.9846
H 2.7118 -0.4422 -2.1727
H -1.6326 1.6432 -3.2697
H -0.4258 2.8476 -3.7398
H -0.1121 1.1277 -4.0214
C 2.1142 -3.2982 2.2535
P 0.7764 -2.1357 2.4620
C -0.7099 -2.9443 3.0521
C 1.2494 -0.8209 3.5874
O 0.4849 -1.5241 1.0670
H 2.2469 -3.4930 1.1814
H 1.8818 -4.2351 2.7751
H 3.0400 -2.8756 2.6652
H -0.5334 -3.3986 4.0375
H -1.5248 -2.2117 3.1351
H -1.0065 -3.7276 2.3405
H 2.0489 -0.2072 3.1477
H 0.3826 -0.1802 3.8030
H 1.6102 -1.2570 4.5290
```